The following is a DFT calculation (ωB97M-V/def2-TZVPD) of C35H70Cl28F3N2O8P3S2 as an isolated structure.

Highest occupied orbital energy = -8.21 eV
F_max = 0.077 hartree/bohr

```
! RIJCOSX wB97M-V def2-TZVPD def2/J DEFGRID3
* xyz 0 1
C -3.31122 -4.77708 0.34070
C -3.73836 -3.39198 0.93117
C -2.54289 -2.37406 1.01056
C -2.27280 -1.66251 -0.34562
C -0.84639 -0.98110 -0.42541
C -0.19670 -1.20968 -1.85004
C 1.37628 -1.21504 -1.78998
C 2.16534 -2.52153 -2.17595
O 2.84073 -2.27953 -3.42717
C 2.27152 -2.70566 -4.61761
C 0.78377 -2.24336 -4.88263
C 3.06367 -1.89265 -5.75417
C 4.45311 -1.34731 -5.28400
O 4.33456 -0.09804 -4.63398
C 5.31008 -1.10937 -6.59836
N 6.69863 -1.64043 -6.44958
N 2.44832 -4.15106 -4.97780
C 3.78417 -4.58100 -5.10636
O 4.39313 -4.65689 -6.07671
F 4.40969 -5.01158 -3.98351
C 1.59154 -4.61727 -5.99984
O 1.76132 -4.61243 -7.13646
F 0.42931 -5.16462 -5.53831
P 1.28124 -4.16131 -1.96973
S 0.05861 -4.34870 -0.47604
C 3.40954 -2.56410 -1.14529
F 4.17762 -3.64952 -1.55414
C 2.99548 -2.80574 0.35277
S 3.28710 -4.53223 0.96348
C 3.93349 -4.26789 2.67180
C 5.41581 -4.67949 2.86631
O 4.03432 -1.30983 -1.22284
C 5.45408 -1.28488 -1.24807
O 6.01594 -1.63791 -2.50190
P 6.33539 -2.12333 0.16805
O 6.07006 -1.52582 1.51214
P 5.93932 0.57093 -1.04235
C 5.02606 1.20585 0.48320
O 5.29795 1.47922 -2.28708
H -4.16275 -5.49107 0.30663
H -2.50666 -5.23215 0.95132
H -2.91994 -4.62102 -0.68288
H -4.16480 -3.58535 1.93695
H -4.56471 -3.01767 0.29648
H -2.83891 -1.64414 1.80207
H -1.67925 -2.94329 1.41079
H -2.40731 -2.42094 -1.14593
H -3.08543 -0.91660 -0.47112
H -0.96025 0.09504 -0.20240
H -0.21836 -1.52406 0.30719
H -0.66449 -2.06518 -2.36511
H -0.49577 -0.30446 -2.43154
H 1.71697 -0.44883 -2.52002
H 1.64104 -0.80071 -0.79812
H 0.74028 -1.21504 -4.47002
H 0.02366 -2.91519 -4.45182
H 0.59813 -2.10598 -5.96877
H 2.46851 -0.99455 -6.03840
H 3.13598 -2.48622 -6.68660
H 4.98682 -2.11676 -4.70287
H 4.08735 0.56267 -5.29528
H 4.86884 -1.60277 -7.48982
H 5.43567 -0.02223 -6.79971
H 7.02603 -1.96857 -7.35782
H 6.68212 -2.47485 -5.86559
H 2.25873 -5.19577 -1.85188
H 0.56281 -4.50393 -3.15112
H 1.95569 -2.47245 0.54739
H 3.62369 -2.16802 1.01726
H 3.88223 -3.17456 2.87262
H 3.27570 -4.74114 3.42637
H 5.61937 -5.75330 2.70034
H 5.66052 -4.48110 3.93670
H 6.10694 -4.04571 2.28471
H 6.45426 -2.50099 -2.43758
H 6.00922 -3.51654 0.12866
H 7.74204 -2.05221 -0.07748
H 5.60583 0.97987 1.39324
H 4.07261 0.62965 0.54221
H 4.86152 2.28439 0.33371
H 4.38208 1.69810 -2.03713
C 3.77116 4.81705 -3.15260
Cl 3.30170 3.33762 -3.99806
Cl 2.83243 5.04239 -1.66982
H 4.82362 4.75140 -2.89303
H 3.60317 5.66507 -3.80881
C -7.40610 -4.47723 0.29217
Cl -6.89016 -3.56298 -1.12906
Cl -6.84284 -3.72659 1.79175
H -8.49057 -4.51746 0.30608
H -6.99874 -5.48178 0.22919
C -7.39507 -5.65838 -4.69379
Cl -6.39159 -6.35741 -3.41785
Cl -9.08699 -5.54124 -4.19411
H -7.02704 -4.66314 -4.92335
H -7.33155 -6.28907 -5.57495
C -3.36051 1.41978 1.34821
Cl -4.61425 1.10115 0.14174
Cl -3.57924 0.41760 2.79052
H -2.38873 1.20413 0.91435
H -3.41328 2.46435 1.63783
C -13.19042 -5.12132 -4.30674
Cl -11.90635 -5.40957 -3.12687
Cl -12.85289 -3.69476 -5.29343
H -13.26929 -5.98693 -4.95677
H -14.12537 -4.96874 -3.77709
C -0.01371 5.96198 1.33328
Cl -1.36618 5.14858 0.53289
Cl 1.27197 4.82421 1.75140
H 0.38829 6.71629 0.66418
H -0.37650 6.42988 2.24360
C -3.93444 3.75763 4.19833
Cl -3.42252 4.42295 5.75057
Cl -2.73715 4.07805 2.93340
H -4.05243 2.68265 4.29700
H -4.87892 4.21169 3.91351
C -2.67748 7.38953 1.54327
Cl -2.12426 8.88952 0.78442
Cl -4.43049 7.37814 1.75523
H -2.39548 6.55207 0.91091
H -2.20587 7.29432 2.51667
C -3.16575 7.77914 8.03453
Cl -1.89784 7.49879 9.23370
Cl -2.79189 9.16649 7.00252
H -3.25967 6.89453 7.41138
H -4.10085 7.96898 8.55176
C -0.08817 3.23165 8.16130
Cl -0.64320 4.79556 7.54738
Cl -1.27309 1.95639 7.84194
H 0.84579 2.97443 7.67047
H 0.06600 3.30951 9.23665
C 8.53220 3.45838 0.98525
Cl 7.32196 3.08081 -0.24702
Cl 8.42311 2.34652 2.35535
H 9.51989 3.37515 0.54307
H 8.36904 4.47099 1.34065
C 0.19459 5.20438 11.76055
Cl -1.48244 5.17009 11.21024
Cl 1.08519 3.78127 11.20110
H 0.67626 6.09468 11.36755
H 0.20872 5.22365 12.84560
C -5.46230 -0.56182 6.13347
Cl -4.98501 0.98968 5.43009
Cl -7.21226 -0.66185 6.35074
H -5.14465 -1.35968 5.46866
H -4.98107 -0.67036 7.10032
C -3.97526 10.91461 -1.93834
Cl -3.42083 12.41262 -2.69716
Cl -5.72959 10.91132 -1.72701
H -3.69567 10.07670 -2.56895
H -3.50391 10.81849 -0.96478
*
```